[1]
C3H11N4 | ωB97M-V with the def2-TZVPD basis set

Output
* net charge: +1
* orbital gap: 0.302 hartree
* energy above the lowest of the compared OMol25 structures with the same formula, charge and spin: 230.8 kJ/mol

Positions of all 18 atoms, in Å:
C (-1.30314, 1.62887, -0.22125)
N (1.08145, 0.20984, -1.64577)
C (-0.08242, 0.88100, -2.17251)
N (-0.74402, 1.83383, -1.57616)
H (-2.03920, 0.76986, -0.19919)
H (-1.83265, 2.51378, 0.09841)
H (-0.53294, 1.38154, 0.45262)
H (1.47030, -0.38618, -2.39849)
H (1.75271, 0.91718, -1.32202)
H (-0.43738, 0.57315, -3.16442)
N (0.32071, -1.47162, 2.93969)
C (0.64949, -1.56460, 1.63622)
N (-0.01972, -1.23305, 0.60151)
H (-0.60212, -1.18850, 3.23419)
H (0.95084, -2.01859, 3.53663)
H (1.61762, -2.05646, 1.47402)
H (0.48552, -0.77060, -0.19815)
H (-0.88525, -0.77976, 0.79668)

These are the Löwdin partial charges, in e, on atoms 1 to 6: number 1, C, carries -0.1379; number 2, N, carries 0.0316; number 3, C, carries -0.2340; number 4, N, carries -0.0133; number 5, H, carries 0.0918; number 6, H, carries 0.0746


[2]
C3H8NOP | ωB97M-V with the def2-TZVPD basis set

Output
* net charge: 0
* orbital gap: 0.349 hartree
* structure (SMILES): CC/N=P/OC
* energy above the lowest of the compared OMol25 structures with the same formula, charge and spin: 122.5 kJ/mol

Positions of all 14 atoms, in Å:
C (2.21799, -1.06531, -0.00954)
C (-2.76858, 0.83086, -0.10262)
C (1.46160, 0.30863, 0.18892)
N (0.06795, 0.26736, 0.06096)
O (-2.28462, -0.47374, -0.30212)
P (-0.85182, -1.00577, -0.26145)
H (1.88287, -1.50979, -0.85086)
H (3.32101, -0.81658, -0.08471)
H (2.04189, -1.78869, 0.83591)
H (-2.11476, 1.51549, 0.58918)
H (-2.77907, 1.33404, -1.13543)
H (-3.78212, 0.59811, 0.44859)
H (1.87459, 0.78783, 1.18148)
H (1.71308, 1.01757, -0.55830)

These are the Löwdin partial charges, in e, on atoms 1 to 6: number 1, C, carries -0.1378; number 2, C, carries -0.1769; number 3, C, carries -0.4247; number 4, N, carries -0.2811; number 5, O, carries -0.5111; number 6, P, carries 0.8657


[3]
C2H8N2O2 | ωB97M-V with the def2-TZVPD basis set

Output
* net charge: 0
* orbital gap: 0.344 hartree
* structure (SMILES): O=NO.CNC
* energy above the lowest of the compared OMol25 structures with the same formula, charge and spin: 536.8 kJ/mol

Positions of all 14 atoms, in Å:
C (0.89203, -1.17365, 0.23428)
C (0.79762, 1.35687, -0.10894)
N (-2.51817, -0.13991, -0.08975)
N (0.04392, 0.16522, 0.27485)
O (-2.30559, -0.67320, 0.98129)
O (-1.88765, -0.44896, -1.24608)
H (-1.04662, 0.13883, -1.22244)
H (-0.18615, 0.28073, 1.26194)
H (0.22619, -2.02901, 0.16635)
H (1.44655, -1.16172, -0.70191)
H (1.57564, -1.29055, 1.07782)
H (0.18799, 2.24351, 0.06045)
H (1.71800, 1.46276, 0.47538)
H (1.05623, 1.26907, -1.16323)

These are the Löwdin partial charges, in e, on atoms 1 to 6: number 1, C, carries -0.0528; number 2, C, carries -0.1441; number 3, N, carries -0.1342; number 4, N, carries -0.2241; number 5, O, carries 0.0064; number 6, O, carries -0.0790


[4]
C2H6N4O | ωB97M-V with the def2-TZVPD basis set

Output
* net charge: 0
* orbital gap: 0.363 hartree
* structure (SMILES): [H]/N=C(/N)ON/C=N/[H]
* energy above the lowest of the compared OMol25 structures with the same formula, charge and spin: 378.4 kJ/mol

Positions of all 13 atoms, in Å:
C (1.24403, 0.03478, -0.05918)
C (-2.11117, 0.20091, 0.12313)
H (2.25261, -1.49740, 0.87404)
H (3.12336, -0.46892, -0.03950)
H (0.89998, 1.63476, -0.78739)
H (-0.96244, 0.99895, 1.50608)
H (-2.95247, 0.75871, 0.67452)
H (-3.39422, -0.94876, -0.83845)
N (2.20345, -0.95093, -0.00833)
N (1.68727, 1.07825, -0.73147)
N (-0.84848, 0.62717, 0.54666)
N (-2.28085, -0.72216, -0.80686)
O (0.11328, -0.26472, 0.65336)

These are the Löwdin partial charges, in e, on atoms 1 to 6: number 1, C, carries -0.5107; number 2, C, carries -0.2752; number 3, H, carries 0.1048; number 4, H, carries 0.1103; number 5, H, carries -0.0141; number 6, H, carries 0.1514


[5]
C35H60F3IN5O19S4 | ωB97M-V with the def2-TZVPD basis set

Output
* net charge: +1
* orbital gap: 0.313 hartree
* energy above the lowest of the compared OMol25 structures with the same formula, charge and spin: 0.0 kJ/mol

Positions of all 127 atoms, in Å:
C (-4.44619, -4.90492, 0.82201)
C (-4.60613, -3.51533, 0.26269)
O (-5.06994, -3.32632, -0.84236)
O (-4.24977, -2.53133, 1.13095)
C (-3.72355, -1.34806, 0.53442)
C (-2.21978, -1.11351, 0.87032)
C (-2.16045, -1.15803, 2.40730)
C (-1.16809, -0.17395, 3.09948)
C (-1.80297, 0.72525, 4.17052)
I (-2.28928, 2.65935, 3.42485)
C (-2.01815, 0.27038, 0.22490)
N (-0.60697, 0.37522, -0.31840)
C (-0.51579, 0.89406, -1.71632)
C (0.05366, 2.33697, -1.70792)
C (1.57994, 2.41567, -1.93675)
C (1.91583, 3.02077, -3.33069)
N (2.55860, 2.05240, -4.23091)
C (1.77508, 0.89510, -4.44176)
N (0.57601, 0.88536, -4.86026)
N (2.41592, -0.36456, -4.18418)
C (-0.05011, -0.99634, -0.04593)
C (1.28935, -1.30589, -0.68818)
O (2.09078, -2.13586, 0.17075)
C (3.12929, -1.46270, 0.69646)
F (3.80321, -2.28294, 1.50749)
F (2.75373, -0.39215, 1.42850)
F (3.97392, -1.03365, -0.25527)
C (-1.19003, -2.00049, 0.04991)
C (-1.84051, -2.31693, -1.32003)
N (-0.90115, -2.70220, -2.37720)
C (-0.88084, -3.30596, 0.79312)
C (0.05545, -4.32098, 0.10168)
C (-0.72446, -5.49884, -0.51559)
C (0.18225, -6.31494, -1.40894)
C (0.23399, -7.67204, -1.26690)
C (1.07059, -8.41950, -2.03606)
C (1.88098, -7.86198, -2.97283)
C (1.81414, -6.50931, -3.15731)
C (0.97445, -5.76698, -2.37930)
H (-4.61621, -5.64963, 0.05775)
H (-3.51188, -5.04485, 1.35634)
H (-5.23466, -5.01438, 1.56995)
H (-3.95427, -1.26022, -0.52187)
H (-4.24324, -0.51874, 1.00415)
H (-3.14657, -0.90447, 2.78468)
H (-1.94960, -2.14101, 2.80912)
H (-0.44356, -0.78122, 3.64521)
H (-0.58253, 0.42928, 2.40429)
H (-2.67176, 0.20189, 4.55728)
H (-1.10624, 0.79487, 4.99266)
H (-2.06181, 1.06626, 0.97177)
H (-2.81634, 0.55968, -0.44893)
H (-0.12043, 0.94892, 0.36488)
H (0.04761, 0.23611, -2.37160)
H (-1.51136, 0.97457, -2.13466)
H (-0.22018, 2.79039, -0.76338)
H (-0.49186, 2.87656, -2.47242)
H (2.06422, 1.44211, -1.87918)
H (1.99370, 3.07196, -1.17551)
H (2.61329, 3.84561, -3.21219)
H (1.01384, 3.43104, -3.77169)
H (3.42861, 1.75289, -3.80624)
H (0.27467, 1.84950, -5.01241)
H (3.28658, -0.42319, -4.70074)
H (2.59573, -0.48827, -3.19566)
H (0.24108, -0.89712, 1.00542)
H (1.25460, -1.71500, -1.69011)
H (1.81643, -0.35141, -0.76970)
H (-2.56896, -3.11166, -1.21987)
H (-2.39530, -1.44211, -1.67798)
H (-0.48506, -1.90291, -2.83421)
H (-1.34759, -3.27256, -3.07980)
H (-1.83314, -3.75963, 1.05334)
H (-0.41338, -3.02215, 1.73928)
H (0.62639, -3.83574, -0.67486)
H (0.74657, -4.72662, 0.83655)
H (-0.99904, -6.15281, 0.30904)
H (-1.61005, -5.15048, -1.04075)
H (-0.38053, -8.18817, -0.54349)
H (1.10118, -9.49130, -1.89604)
H (2.55741, -8.45859, -3.56029)
H (2.41894, -5.99049, -3.88512)
H (0.92725, -4.69575, -2.52289)
C (3.24675, 2.58473, 5.57308)
C (2.33511, 2.01303, 4.50822)
O (1.07188, 1.85776, 5.16613)
S (0.88960, 3.02524, 6.26392)
O (0.11623, 4.06850, 5.69760)
O (0.55619, 2.42150, 7.49766)
O (2.42006, 3.49818, 6.30179)
H (3.59412, 1.81039, 6.25986)
H (4.10197, 3.10763, 5.15376)
H (2.68303, 1.05515, 4.12925)
H (2.20516, 2.71099, 3.67683)
C (1.39540, 7.92288, -1.90714)
C (0.98982, 7.48911, -3.29947)
O (0.39110, 6.19483, -3.10366)
S (-0.34756, 6.15859, -1.68492)
O (-1.72700, 6.40572, -1.86816)
O (0.10791, 5.00615, -0.98474)
O (0.32930, 7.46126, -1.06087)
H (2.32036, 7.43752, -1.58974)
H (1.50307, 8.99998, -1.81935)
H (1.83347, 7.41582, -3.97946)
H (0.23585, 8.15355, -3.72462)
C (-6.54419, 2.97233, 4.27148)
C (-7.87388, 3.07117, 3.55781)
O (-7.72574, 2.21514, 2.41547)
S (-6.76812, 0.99014, 2.78169)
O (-7.55836, -0.12973, 3.12803)
O (-5.74407, 0.92056, 1.79961)
O (-6.15392, 1.59959, 4.13578)
H (-5.78500, 3.59254, 3.79003)
H (-6.61745, 3.24147, 5.32157)
H (-8.10931, 4.08374, 3.24402)
H (-8.68788, 2.68274, 4.17299)
C (7.41912, 0.44865, -1.31741)
C (6.00355, 0.96165, -1.16439)
O (6.04284, 2.29359, -1.68534)
S (7.11344, 2.36845, -2.88392)
O (6.41859, 2.23776, -4.11224)
O (7.99236, 3.44358, -2.62667)
O (7.85532, 0.98132, -2.57447)
H (8.07154, 0.83412, -0.53162)
H (7.47153, -0.63666, -1.33081)
H (5.66857, 0.97299, -0.13134)
H (5.30363, 0.38039, -1.76864)

These are the Löwdin partial charges, in e, on atoms 1 to 6: number 1, C, carries 0.0314; number 2, C, carries -0.5131; number 3, O, carries 0.1117; number 4, O, carries 0.0278; number 5, C, carries -0.1288; number 6, C, carries -0.2822


[6]
C5H27N2O8 | ωB97M-V with the def2-TZVPD basis set

Output
* net charge: 0
* orbital gap (alpha / beta): 0.175 / 0.304 hartree
* ⟨S²⟩: 0.75
* energy above the lowest of the compared OMol25 structures with the same formula, charge and spin: 0.0 kJ/mol
* multiplicity: 2

Positions of all 42 atoms, in Å:
O (1.49998, 0.73086, -1.25273)
C (0.33858, 1.08377, -0.75942)
C (-0.25535, 0.07463, 0.15240)
C (0.40494, 0.05843, 1.56477)
C (0.38077, -1.35386, 2.11658)
C (-1.72828, -1.43852, 3.36020)
N (-1.03237, -1.82624, 2.12019)
N (-1.71843, 0.42252, 0.30277)
H (-0.17305, 2.00731, -1.00409)
H (-0.27013, -0.93493, -0.27001)
H (-0.14288, 0.76970, 2.18811)
H (1.35411, 0.48793, 1.38009)
H (0.71908, -1.32139, 3.15587)
H (0.96148, -2.03614, 1.51658)
H (-2.56130, -2.12944, 3.49574)
H (-2.13570, -0.43734, 3.20791)
H (-1.10303, -1.47293, 4.25626)
H (-0.99780, -2.82940, 2.03683)
H (-2.17465, -0.29466, 0.87020)
H (-1.90292, 1.34397, 0.65414)
H (-2.10569, 0.28217, -0.66750)
H (2.72587, -0.65825, -3.51736)
H (1.62874, -0.07656, -2.55716)
O (1.82447, -0.79374, -3.23482)
H (3.61658, 3.44360, -1.80260)
H (2.82354, 2.29031, -1.29249)
O (3.26501, 3.10806, -0.96978)
H (1.56081, 3.53175, 0.26120)
H (1.43357, 3.23487, 1.71757)
O (0.94158, 3.14046, 0.89126)
H (-3.08177, -0.90933, -2.46668)
H (-1.55158, -1.18700, -2.25709)
O (-2.26308, -0.53138, -2.13638)
H (-1.10810, 4.10386, 0.76681)
H (-2.61845, 4.35044, 1.05812)
O (-1.95705, 3.67072, 0.91385)
H (0.51721, -3.98825, -0.48585)
H (0.90839, -4.61633, 0.80437)
O (0.30130, -3.95180, 0.45554)
H (-0.42193, -3.28557, -3.11929)
H (0.62683, -2.21656, -2.81566)
O (-0.13946, -2.68646, -2.42200)

These are the Löwdin partial charges, in e, on atoms 1 to 6: number 1, O, carries -0.2074; number 2, C, carries -0.3225; number 3, C, carries -0.2888; number 4, C, carries -0.1281; number 5, C, carries -0.2144; number 6, C, carries -0.1251


Summary of max |F| in eV/Å
3.8 4.5 4.7 4.5 2.2 1.8
(order as listed above)